# C2H3N4O

The ion C2H3N4O with charge -1 (ωB97M-V/def2-TZVPD, the OMol25 dataset).

Geometry as XYZ:
```
10
C2H3N4O (ωB97M-V/def2-TZVPD)
C -1.037 1.147 0.404
C -0.071 -0.246 0.248
N -2.377 2.763 0.336
N -2.189 1.561 -0.155
N -0.602 2.079 1.269
N -1.498 3.073 1.189
O 0.351 -0.522 -1.044
H 0.723 -0.051 0.910
H -0.575 -1.142 0.412
H 0.889 0.076 -1.433
```

The HOMO energy is -4.85 eV. The total charge is -1. For the total energy, the calculation gives -10129.7225 eV.

Mulliken population analysis, charges in e, atoms 1 to 4:
1. C 0.61
2. C -0.27
3. N -0.36
4. N -0.45

---

# C2H3N4O

The ion C2H3N4O with charge -1 (ωB97M-V/def2-TZVPD, the OMol25 dataset).

Geometry as XYZ:
```
10
C2H3N4O (ωB97M-V/def2-TZVPD)
C 0.886 -0.758 0.174
C -1.397 0.132 -0.235
N 2.087 -0.333 0.118
N 2.760 0.636 -0.131
N 0.281 1.572 0.612
N -0.065 0.476 0.353
O 0.393 -1.850 0.166
H -2.033 0.047 0.539
H -1.782 0.941 -0.894
H -1.128 -0.863 -0.702
```

The HOMO energy (spin up / spin down) is -1.63 / -1.70 eV. The total charge is -1. For the total energy, the calculation gives -10126.3733 eV.

Mulliken population analysis, charges in e, atoms 1 to 4:
1. C 0.44
2. C -0.85
3. N 0.23
4. N -0.73

---

# C2H3N4O

The ion C2H3N4O with charge -1 (ωB97M-V/def2-TZVPD, the OMol25 dataset).

Geometry as XYZ:
```
10
C2H3N4O (ωB97M-V/def2-TZVPD)
C 0.354 -0.170 0.043
C -1.233 -0.363 -0.187
N 2.265 0.774 0.012
N 0.955 1.011 -0.115
N 1.255 -1.179 0.166
N 2.461 -0.560 0.140
O -1.771 0.876 0.228
H -1.509 -0.602 -1.186
H -1.759 -1.303 0.315
H -1.016 1.518 0.584
```

The HOMO energy (spin up / spin down) is 0.11 / -4.86 eV. As for the expectation value of S²: 2.01. The total charge is -1. For the total energy, the calculation gives -10125.0409 eV. As for the spin multiplicity: 3.

Mulliken population analysis, charges in e, atoms 1 to 4:
1. C 0.61
2. C -0.07
3. N -0.44
4. N -0.37

---

# C2H3N5O

The molecule C2H3N5O (ωB97M-V/def2-TZVPD, the OMol25 dataset).

Geometry as XYZ:
```
11
C2H3N5O (ωB97M-V/def2-TZVPD)
H -1.453 1.390 -0.583
N -0.590 1.825 -0.330
C 0.163 0.879 -0.123
N 1.494 1.206 0.313
N 2.429 0.444 0.109
O 2.105 -0.858 -0.326
N 0.800 -1.381 -0.112
C -0.145 -0.495 -0.169
N -1.437 -0.851 0.106
H -1.625 -1.857 0.234
H -1.739 -0.303 0.881
```

The SMILES is [H]/N=c1/nnonc1N. The HOMO energy is -10.05 eV. For the total energy, the calculation gives -11616.0646 eV.

Mulliken population analysis, charges in e, atoms 1 to 4:
1. H 0.30
2. N -0.55
3. C 0.24
4. N -0.19

---

# C2H3N5O

The molecule C2H3N5O (ωB97M-V/def2-TZVPD, the OMol25 dataset).

Geometry as XYZ:
```
11
C2H3N5O (ωB97M-V/def2-TZVPD)
C 0.314 -2.528 -1.178
N -0.187 -1.757 -0.300
N 0.576 -0.551 -0.260
C 0.039 0.623 0.026
N -1.201 0.708 0.782
N -1.242 1.904 1.181
N -0.241 2.594 0.798
O 0.702 1.736 0.113
H 1.165 -2.255 -1.828
H -0.022 -3.494 -0.905
H 0.096 3.019 1.571
```

The SMILES is C=N/N=c1\nn[nH]o1. The HOMO energy is -9.01 eV. For the total energy, the calculation gives -11614.6101 eV.

Mulliken population analysis, charges in e, atoms 1 to 4:
1. C -0.26
2. N -0.32
3. N -0.31
4. C 0.49

---

# C2H3N5O

The molecule C2H3N5O (ωB97M-V/def2-TZVPD, the OMol25 dataset).

Geometry as XYZ:
```
11
C2H3N5O (ωB97M-V/def2-TZVPD)
O 2.717 0.418 -0.074
N 1.731 -0.640 0.065
C 0.572 -0.131 -0.054
N -0.002 1.112 -0.167
C -1.313 1.247 0.079
N -2.241 0.228 0.054
N -1.767 -1.009 -0.122
N -0.425 -1.126 0.093
H 3.676 0.040 0.556
H -1.824 2.127 0.437
H -0.202 -2.149 -0.015
```

The SMILES is O/N=c1\ncnn[nH]1. The HOMO energy is -8.90 eV. For the total energy, the calculation gives -11615.0391 eV.

Mulliken population analysis, charges in e, atoms 1 to 4:
1. O -0.44
2. N -0.45
3. C 0.60
4. N -0.43

---

# C2H3N6O2

A cluster of 2 separate species, C2H3N6O2 in total (ωB97M-V/def2-TZVPD, the OMol25 dataset).

Geometry as XYZ:
```
13
C2H3N6O2 (ωB97M-V/def2-TZVPD)
C -0.478 2.119 -0.271
C -0.610 0.821 -0.087
N 0.233 3.083 -0.152
N 1.076 0.324 0.974
N -1.318 -0.017 -0.655
N -1.735 -1.212 -0.590
N -1.124 -2.331 -0.347
N 1.894 1.133 1.021
O 0.233 -2.381 -0.525
O -1.717 -3.325 -0.156
H 0.116 3.885 -0.640
H 2.806 0.975 1.466
H 0.624 -3.073 -0.038
```

The HOMO energy (spin up / spin down) is -13.11 / -13.08 eV. The total charge is +1. For the total energy, the calculation gives -15140.1488 eV.

Mulliken population analysis, charges in e, atoms 1 to 4:
1. C 0.70
2. C 0.00
3. N -0.30
4. N 0.15

---

# C2H3NO

A structure of composition C2H3NO (ωB97M-V/def2-TZVPD, the OMol25 dataset).

Geometry as XYZ:
```
7
C2H3NO (ωB97M-V/def2-TZVPD)
C 0.786 -0.006 -0.011
C -0.757 -0.011 -0.030
N 1.687 0.271 -0.802
O 1.688 -0.403 0.866
H -1.070 -0.149 -1.049
H -1.160 1.001 0.367
H -1.173 -0.704 0.659
```

The HOMO energy is -10.19 eV. For the total energy, the calculation gives -5656.5704 eV.

Mulliken population analysis, charges in e, atoms 1 to 4:
1. C 0.76
2. C -0.83
3. N -0.32
4. O -0.43

---

# C2H3NO

The molecule C2H3NO (ωB97M-V/def2-TZVPD, the OMol25 dataset).

Geometry as XYZ:
```
7
C2H3NO (ωB97M-V/def2-TZVPD)
O -2.311 0.235 -0.072
C -0.786 0.006 -0.060
C 0.552 0.505 0.186
N 0.152 -0.902 -0.008
H 1.063 1.035 -0.611
H 0.873 0.758 1.187
H 0.457 -1.636 -0.622
```

The SMILES is O=C1CN1. The HOMO energy is -9.65 eV. For the total energy, the calculation gives -5655.8636 eV.

Mulliken population analysis, charges in e, atoms 1 to 4:
1. O -0.54
2. C 0.38
3. C -0.26
4. N -0.28

---

# C2H3NO

A cluster of 2 separate species, C2H3NO in total (ωB97M-V/def2-TZVPD, the OMol25 dataset).

Geometry as XYZ:
```
7
C2H3NO (ωB97M-V/def2-TZVPD)
C 1.714 0.800 -0.271
N 1.497 -0.268 0.089
H 1.896 1.811 -0.531
C -1.282 -0.585 0.121
O -1.630 0.563 0.122
H -1.773 -1.309 0.863
H -0.421 -1.012 -0.393
```

The SMILES is C#N.C=O. The HOMO energy is -9.84 eV. For the total energy, the calculation gives -5658.2897 eV.

Mulliken population analysis, charges in e, atoms 1 to 4:
1. C 0.14
2. N -0.44
3. H 0.28
4. C -0.05

---

# C2H3NO

The molecule C2H3NO (ωB97M-V/def2-TZVPD, the OMol25 dataset).

Geometry as XYZ:
```
7
C2H3NO (ωB97M-V/def2-TZVPD)
C 0.622 -0.331 -0.207
C -0.786 0.371 0.328
N 1.129 -1.525 0.190
O -1.860 0.277 -0.179
H 0.162 -0.340 -1.237
H 1.436 0.472 -0.028
H -0.701 1.076 1.133
```

The HOMO energy (spin up / spin down) is -10.00 / -9.23 eV. For the total energy, the calculation gives -5655.1618 eV.

Mulliken population analysis, charges in e, atoms 1 to 4:
1. C -0.14
2. C 0.04
3. N -0.33
4. O -0.39

---

# C2H3NO

The molecule C2H3NO (ωB97M-V/def2-TZVPD, the OMol25 dataset).

Geometry as XYZ:
```
7
C2H3NO (ωB97M-V/def2-TZVPD)
N -1.967 -0.830 0.648
C -0.895 -0.622 0.269
C 0.471 -0.164 -0.025
O 0.472 0.944 -0.850
H 1.009 -0.971 -0.563
H 0.942 -0.010 0.980
H -0.032 1.652 -0.459
```

The SMILES is N#CCO. The HOMO energy is -11.59 eV. For the total energy, the calculation gives -5659.2556 eV.

Mulliken population analysis, charges in e, atoms 1 to 4:
1. N -0.35
2. C 0.23
3. C -0.19
4. O -0.49

---

What max |F| values result from the calculations? In sequence: 4.85, 4.11, 6.19, 3.29, 7.10, 5.82, 4.44, 3.04, 9.77, 2.34, 2.17, 1.42 eV Å⁻¹.
What energy above the lowest of the compared OMol25 structures with the same formula, charge and spin values result from the calculations? In sequence: 20.28, 97.51, 53.79, 109.89, 143.43, 133.54, 29.48, 76.89, 93.19, 37.24, 109.37, 14.97 kcal/mol.